Formula: C12H17N
Source: the OMol25 dataset
Level of theory: ωB97M-V with the def2-TZVPD basis set

Geometry as XYZ:
```
30
Properties=species:S:1:pos:R:3:forces:R:3
C -1.04031 -1.81334 2.51021 0.404 0.576 0.411
C 0.14019 -1.45257 1.67976 -0.172 0.317 -0.006
C 1.28558 -0.85859 2.07763 0.713 -0.344 -0.067
N 2.10158 -0.58123 0.97754 -0.189 0.462 -0.103
C 1.37920 -0.87620 -0.15943 -0.385 -0.039 -0.417
C 1.63200 -0.59650 -1.50490 0.178 -0.043 0.715
C 0.71473 -1.05926 -2.42589 -0.007 0.736 -0.209
C -0.50130 -1.63579 -2.03474 0.353 -0.504 -0.177
C -0.78331 -1.85819 -0.70122 0.259 -0.145 -0.475
C 0.18135 -1.48447 0.23567 -0.498 0.144 0.447
H -1.77303 -1.00485 2.54226 0.045 0.078 -0.031
H -0.76909 -2.05950 3.52908 0.127 0.051 0.257
H -1.53246 -2.65747 2.11356 -0.645 -1.096 -0.509
H 1.72187 -0.72916 3.05521 -0.309 0.164 0.150
H 2.68486 0.23856 0.98435 0.292 -0.128 0.079
H 2.49134 0.02267 -1.73495 0.085 -0.293 -0.430
H 0.89374 -0.87767 -3.47931 -0.016 -0.022 0.026
H -1.16163 -1.96666 -2.82692 -0.190 0.037 0.178
H -1.70224 -2.35418 -0.42107 -0.074 0.122 0.161
C -2.48694 3.27870 0.19250 0.245 -0.679 -0.652
C -1.28693 2.74312 -0.60933 0.227 0.001 0.856
C -0.18127 3.81081 -0.64686 1.233 -0.860 -0.831
H -2.66824 4.29403 -0.15416 -0.416 0.042 0.195
H -2.27487 3.27019 1.25947 0.165 0.246 0.055
H -3.36087 2.64266 0.05663 -0.182 0.177 -0.104
H -0.89940 1.83608 -0.13729 -0.020 0.047 0.213
H -1.53265 2.38017 -1.60748 -0.318 0.454 -0.098
H 0.07373 4.05698 -1.68314 -0.395 0.486 0.091
H -0.34374 4.70657 -0.05607 -0.348 0.066 -0.063
H 0.78099 3.39972 -0.31911 -0.162 -0.054 0.342
```
Forces are in eV/Å.

Output
* Kohn-Sham gap: 0.32356 hartree
* E_HOMO: -7.99 eV
* E_tot: -14209.763 eV
* relative energy (zero: lowest compared OMol25 entry of this formula, charge and spin): 13.24 kcal per mole
* molar mass: 175.3 g mol⁻¹
* SMILES string: Cc1c[nH]c2ccccc12.CCC

Which charges does natural (NBO) predict for the atoms? In e, they are:
1 C -0.63
2 C -0.07
3 C -0.04
4 N -0.54
5 C 0.15
6 C -0.24
7 C -0.21
8 C -0.24
9 C -0.18
10 C -0.11
11 H 0.22
12 H 0.22
13 H 0.21
14 H 0.21
15 H 0.40
16 H 0.21
17 H 0.21
18 H 0.21
19 H 0.21
20 C -0.60
21 C -0.41
22 C -0.62
23 H 0.20
24 H 0.20
25 H 0.21
26 H 0.20
27 H 0.20
28 H 0.21
29 H 0.21
30 H 0.20